No. 1
{"formula": "C52H65F7O5S5", "method": "the ωB97M-V functional and the def2-TZVPD basis", "max_force_ev_per_a": 3.23, "spin_multiplicity": 1, "symbols": ["C", "S", "O", "C", "H", "H", "H", "H", "H", "H", "C", "S", "O", "C", "H", "H", "H", "H", "H", "H", "C", "S", "O", "C", "H", "H", "H", "H", "H", "H", "C", "S", "O", "C", "H", "H", "H", "H", "H", "H", "C", "S", "O", "C", "H", "H", "H", "H", "H", "H", "F", "C", "C", "C", "C", "C", "C", "H", "H", "H", "H", "H", "F", "C", "C", "C", "C", "C", "C", "H", "H", "H", "H", "H", "F", "C", "C", "C", "C", "C", "C", "H", "H", "H", "H", "H", "F", "C", "C", "C", "C", "C", "C", "H", "H", "H", "H", "H", "F", "C", "C", "C", "C", "C", "C", "H", "H", "H", "H", "H", "F", "C", "C", "C", "C", "C", "C", "H", "H", "H", "H", "H", "F", "C", "C", "C", "C", "C", "C", "H", "H", "H", "H", "H"], "xyz": [[5.022, -1.994, -1.661], [5.106, -0.226, -1.268], [5.871, 0.435, -2.427], [3.319, 0.154, -1.479], [4.515, -2.569, -0.886], [6.020, -2.423, -1.745], [4.533, -2.102, -2.629], [3.241, 1.215, -1.716], [2.758, -0.112, -0.583], [2.916, -0.425, -2.310], [-2.949, -3.418, 4.876], [-3.798, -3.207, 3.212], [-2.751, -3.542, 2.167], [-4.916, -4.619, 3.369], [-3.738, -3.412, 5.629], [-2.201, -2.674, 5.151], [-2.538, -4.427, 4.881], [-5.567, -4.640, 2.495], [-5.477, -4.507, 4.297], [-4.240, -5.473, 3.393], [-5.072, 0.361, 1.155], [-5.636, -0.212, -0.529], [-5.687, 1.023, -1.478], [-4.223, -1.213, -1.051], [-4.157, 0.927, 0.982], [-4.951, -0.526, 1.776], [-5.835, 0.967, 1.645], [-4.470, -1.842, -1.906], [-3.909, -1.852, -0.225], [-3.385, -0.697, -1.521], [-3.344, -0.641, -4.404], [-2.617, -1.325, -5.978], [-2.348, -2.816, -5.765], [-4.204, -1.256, -6.880], [-4.205, -1.230, -4.087], [-3.682, 0.366, -4.646], [-2.562, -0.675, -3.646], [-4.746, -0.311, -6.849], [-4.914, -2.032, -6.595], [-4.029, -1.525, -7.922], [-0.843, 0.882, -0.634], [-0.796, -0.853, 0.124], [0.606, -1.350, -0.286], [-0.948, -0.333, 1.911], [0.126, 1.362, -0.499], [-1.657, 1.476, -0.219], [-1.001, 0.776, -1.708], [-0.083, 0.189, 2.320], [-1.114, -1.255, 2.469], [-1.866, 0.227, 2.088], [-2.363, 1.039, 4.409], [-2.433, 2.289, 3.950], [-1.263, 3.098, 3.986], [-1.340, 4.388, 3.629], [-2.530, 4.900, 3.036], [-3.656, 4.070, 2.975], [-3.645, 2.751, 3.433], [-0.329, 2.636, 4.269], [-0.496, 5.010, 3.891], [-2.539, 5.853, 2.527], [-4.589, 4.449, 2.584], [-4.403, 1.981, 3.432], [1.274, 2.921, -3.730], [1.749, 1.962, -4.461], [3.104, 1.951, -4.814], [3.620, 0.836, -5.437], [2.693, -0.206, -5.731], [1.333, -0.174, -5.432], [0.848, 0.953, -4.737], [3.628, 2.859, -4.553], [4.652, 0.766, -5.747], [3.115, -1.118, -6.127], [0.871, -1.141, -5.566], [-0.162, 0.967, -4.354], [3.212, -4.557, -2.126], [2.254, -4.463, -3.033], [2.068, -5.521, -3.947], [0.905, -5.566, -4.715], [0.047, -4.470, -4.742], [0.321, -3.319, -3.968], [1.357, -3.351, -3.025], [2.706, -6.383, -4.083], [0.612, -6.434, -5.286], [-0.823, -4.404, -5.379], [-0.413, -2.528, -3.925], [1.515, -2.640, -2.227], [4.676, -0.241, 3.082], [4.381, -1.477, 2.542], [5.277, -2.531, 2.647], [4.895, -3.780, 2.181], [3.604, -3.953, 1.540], [2.712, -2.904, 1.436], [3.155, -1.691, 1.933], [6.187, -2.257, 3.160], [5.508, -4.651, 2.360], [3.361, -4.938, 1.170], [1.672, -3.087, 1.208], [2.442, -0.883, 2.012], [1.242, 2.835, 2.829], [2.056, 3.236, 1.836], [1.468, 3.485, 0.600], [2.383, 3.808, -0.428], [3.691, 4.028, -0.198], [4.197, 3.853, 1.086], [3.356, 3.510, 2.149], [0.410, 3.347, 0.433], [2.005, 4.037, -1.414], [4.297, 4.410, -1.006], [5.227, 4.050, 1.345], [3.678, 3.467, 3.179], [-4.436, 4.319, 0.153], [-3.385, 4.476, -0.698], [-2.467, 5.504, -0.341], [-1.281, 5.607, -1.030], [-1.052, 4.743, -2.085], [-1.852, 3.695, -2.471], [-3.030, 3.546, -1.714], [-2.778, 6.154, 0.464], [-0.603, 6.360, -0.655], [-0.103, 4.890, -2.581], [-1.553, 3.014, -3.254], [-3.711, 2.727, -1.892], [-0.994, -0.779, 6.770], [0.344, -0.664, 6.552], [0.708, -0.242, 5.310], [2.031, -0.042, 4.969], [2.990, -0.129, 5.942], [2.661, -0.417, 7.261], [1.323, -0.802, 7.526], [-0.024, -0.085, 4.533], [2.315, 0.038, 3.930], [4.033, 0.071, 5.748], [3.450, -0.533, 7.990], [1.064, -1.174, 8.507]], "lowdin_charge": [-0.26, 0.83, -0.59, -0.24, 0.03, 0.05, 0.05, 0.03, 0.02, 0.04, -0.22, 0.80, -0.58, -0.26, 0.04, 0.04, 0.05, 0.05, 0.05, 0.06, -0.24, 0.86, -0.59, -0.28, 0.04, 0.03, 0.05, 0.04, 0.04, 0.02, -0.25, 0.86, -0.57, -0.27, 0.05, 0.05, 0.02, 0.05, 0.06, 0.04, -0.21, 0.89, -0.58, -0.23, 0.03, 0.04, 0.03, 0.04, 0.03, 0.03, 0.05, -0.28, -0.04, -0.08, -0.07, -0.09, -0.01, 0.10, 0.11, 0.08, 0.10, 0.10, 0.08, -0.34, -0.02, -0.05, -0.09, -0.07, -0.01, 0.12, 0.11, 0.10, 0.08, 0.09, 0.06, -0.28, -0.02, -0.09, -0.09, -0.09, 0.00, 0.11, 0.10, 0.07, 0.08, 0.08, 0.03, -0.26, -0.03, -0.05, -0.08, -0.08, -0.05, 0.12, 0.10, 0.10, 0.10, 0.09, 0.03, -0.29, 0.01, -0.10, -0.10, -0.05, -0.01, 0.10, 0.09, 0.11, 0.11, 0.12, 0.03, -0.22, -0.02, -0.08, -0.12, -0.08, -0.01, 0.10, 0.11, 0.09, 0.10, 0.09, 0.04, -0.27, -0.03, -0.07, -0.10, -0.06, -0.01, 0.08, 0.08, 0.10, 0.10, 0.11]}

***

No. 2
{"formula": "C14H18Cl5N5O3Pd", "method": "the ωB97M-V functional and the def2-TZVPD basis", "max_force_ev_per_a": 1.88, "spin_multiplicity": 1, "charge": 2, "symbols": ["Pd", "C", "C", "C", "O", "C", "O", "O", "H", "H", "H", "H", "H", "H", "H", "C", "N", "C", "C", "N", "N", "C", "N", "N", "H", "H", "H", "H", "H", "H", "H", "H", "H", "H", "H", "Cl", "C", "C", "C", "Cl", "C", "Cl", "C", "Cl", "C", "Cl"], "xyz": [[-0.489, -1.075, -0.418], [4.525, -0.095, 1.213], [3.739, -0.493, 0.037], [4.170, -0.227, -1.338], [2.767, -1.321, 0.149], [1.607, 1.882, -0.635], [2.397, 2.373, 0.061], [0.883, 1.311, -1.332], [5.380, -0.785, 1.233], [3.965, -0.186, 2.143], [4.920, 0.915, 1.112], [5.019, -0.915, -1.468], [4.546, 0.785, -1.473], [3.402, -0.477, -2.067], [2.621, -1.614, 1.068], [-2.161, 2.773, 3.078], [-2.114, 2.183, 1.740], [-2.857, 2.888, 0.696], [-1.647, 0.941, 1.511], [-1.714, 0.341, 0.362], [-1.127, 0.293, 2.631], [-0.571, -0.969, 2.701], [-0.534, -1.486, 3.945], [-0.117, -1.570, 1.649], [-2.302, 3.844, 2.971], [-1.218, 2.634, 3.607], [-2.993, 2.384, 3.673], [-2.823, 3.952, 0.910], [-3.899, 2.565, 0.659], [-2.400, 2.744, -0.282], [-2.137, 0.901, -0.365], [-1.390, 0.696, 3.514], [-0.970, -1.033, 4.729], [-0.216, -2.429, 4.091], [0.192, -2.514, 1.845], [0.514, -3.045, -1.605], [-0.611, -2.319, -2.766], [-1.235, -1.215, -2.243], [-2.104, -0.535, -3.079], [-2.910, 0.902, -2.554], [-2.336, -0.994, -4.383], [-3.422, -0.160, -5.406], [-1.679, -2.134, -4.863], [-1.957, -2.693, -6.452], [-0.783, -2.819, -4.040], [0.070, -4.205, -4.558]], "nbo_charge": [0.73, -0.75, 0.75, -0.74, -0.54, 1.02, -0.52, -0.49, 0.31, 0.26, 0.30, 0.31, 0.29, 0.28, 0.53, -0.43, -0.39, -0.42, 0.65, -0.79, -0.61, 0.65, -0.78, -0.86, 0.25, 0.21, 0.22, 0.24, 0.23, 0.22, 0.41, 0.42, 0.42, 0.42, 0.38, 0.06, 0.02, -0.23, -0.08, 0.04, -0.07, 0.11, -0.08, 0.12, -0.13, 0.10]}

***

No. 3
{"formula": "H2N2O3S", "method": "the ωB97M-V functional and the def2-TZVPD basis", "max_force_ev_per_a": 2.27, "spin_multiplicity": 1, "symbols": ["N", "N", "O", "O", "O", "S", "H", "H"], "xyz": [[0.316, 0.433, 0.559], [1.256, -0.770, -2.335], [-0.059, -0.432, -1.829], [1.288, -0.601, -3.494], [0.160, 2.958, 1.106], [0.529, 1.902, 0.203], [-0.042, 0.116, 1.458], [0.308, -0.290, -0.931]], "nbo_charge": [-1.03, 0.34, -0.61, -0.26, -0.84, 1.51, 0.41, 0.48]}

***

| no. | LUMO (eV) | energy (eV) |
| --- | --- | --- |
| 1 | 0.16 | -138407.5157 |
| 2 | -7.46 | -94481.0936 |
| 3 | -1.23 | -19986.4211 |